{"formula": "C21H23Cl5N3O5RuSe", "method": "wB97M-V/def2-TZVPD", "symbols": ["Ru", "C", "C", "O", "C", "C", "O", "C", "C", "O", "C", "C", "O", "C", "C", "O", "H", "H", "H", "H", "H", "H", "H", "H", "H", "H", "H", "H", "H", "H", "H", "H", "H", "H", "H", "H", "Se", "N", "C", "C", "C", "C", "N", "C", "N", "H", "H", "H", "Cl", "C", "C", "C", "Cl", "C", "Cl", "C", "Cl", "C", "Cl"], "coordinates": [[-0.02784, 0.22306, -0.02754], [-1.21120, 1.12924, 3.00276], [-0.68400, 2.38272, 2.35952], [-0.87456, 2.35785, 0.94394], [-2.16766, 2.75462, 0.47172], [-2.98484, 1.54730, 0.09863], [-2.18707, 0.65456, -0.70425], [-2.51601, 0.62151, -2.10309], [-1.34775, -0.04884, -2.81103], [-0.71369, -1.01087, -1.95796], [-1.39997, -2.26138, -1.77505], [-2.25442, -2.25998, -0.52650], [-1.43429, -1.76959, 0.52628], [-2.07921, -1.75475, 1.79462], [-1.06551, -1.25260, 2.78434], [-0.55631, 0.02366, 2.37183], [-2.29605, 1.04090, 2.89322], [-0.97128, 1.13226, 4.06921], [0.39253, 2.45871, 2.51147], [-1.15447, 3.26631, 2.79422], [-2.00135, 3.36652, -0.40647], [-2.68626, 3.35508, 1.22208], [-3.88049, 1.84509, -0.44796], [-3.29436, 0.97494, 0.97221], [-2.65013, 1.63308, -2.49197], [-3.45204, 0.07074, -2.21987], [-0.57300, 0.68141, -3.03754], [-1.66926, -0.52168, -3.73990], [-0.62192, -3.01777, -1.68951], [-2.00690, -2.47985, -2.65538], [-2.55957, -3.28742, -0.30884], [-3.15155, -1.64266, -0.62425], [-2.39630, -2.76467, 2.06889], [-2.96813, -1.11362, 1.75568], [-0.21351, -1.92931, 2.82815], [-1.50072, -1.17955, 3.78219], [3.21952, -5.50257, 1.66795], [4.25601, -4.10761, 1.55888], [3.50362, -3.08460, 1.15908], [3.78376, -1.81148, 0.81423], [2.31240, -0.67571, -1.34771], [1.88972, 0.22724, 1.00377], [1.31218, -2.34568, 0.49178], [2.08986, -3.41272, 0.93330], [1.72462, -4.62162, 1.14135], [4.71942, -1.27851, 0.74937], [2.23502, -1.39611, -2.15478], [2.32042, 0.90396, 1.71725], [0.13506, 4.01683, -1.18649], [1.39334, 2.88193, -1.46700], [1.23435, 1.49992, -1.27978], [2.33428, 0.72193, -1.67722], [2.26597, -1.08822, 0.29833], [3.52775, 1.24529, -2.17545], [4.82365, 0.17791, -2.52689], [3.66017, 2.61199, -2.33077], [5.11438, 3.28010, -2.91667], [2.58149, 3.42345, -1.98424], [2.72210, 5.10927, -2.21212]], "forces_ev_per_angstrom": [[0.548, 1.353, 0.676], [0.033, -0.039, 0.076], [0.022, 0.055, -0.047], [-0.209, -0.032, 0.123], [0.050, -0.043, 0.160], [-0.143, -0.267, 0.082], [0.262, 0.489, -0.165], [-0.026, -0.050, -0.003], [-0.005, -0.002, 0.017], [0.104, 0.069, -0.076], [-0.020, -0.080, -0.023], [0.083, -0.039, -0.052], [-0.019, 0.218, 0.027], [-0.040, -0.040, -0.009], [0.135, -0.056, 0.128], [-0.345, 0.028, -0.088], [-0.007, 0.021, 0.012], [-0.013, -0.018, 0.003], [-0.001, 0.015, 0.019], [0.005, 0.009, -0.010], [-0.058, 0.051, -0.010], [-0.004, -0.022, 0.011], [0.001, -0.027, -0.019], [-0.019, 0.000, -0.002], [-0.014, 0.000, 0.008], [0.003, -0.011, 0.007], [-0.002, -0.010, -0.015], [-0.007, -0.001, 0.003], [0.027, 0.029, 0.041], [0.013, -0.005, -0.007], [-0.030, 0.009, -0.001], [0.012, 0.005, 0.004], [-0.010, -0.003, -0.019], [0.005, -0.007, -0.004], [0.009, -0.005, -0.054], [0.004, 0.010, -0.002], [-0.243, -0.086, 0.032], [0.528, 0.326, 0.118], [0.157, -0.697, -0.174], [0.700, 0.381, 0.135], [-0.748, -0.367, -2.037], [-2.304, 0.467, -1.196], [-0.177, -1.039, -0.337], [-0.636, 0.680, -0.318], [-0.471, -0.312, 0.040], [-0.257, 0.394, -0.113], [0.293, -0.736, 0.655], [0.332, -0.609, 0.425], [-0.065, 0.060, -0.062], [-0.361, -0.318, -0.140], [0.557, -0.164, 0.419], [-0.003, 0.329, 0.677], [2.399, 0.047, 1.453], [-0.258, -0.067, -0.154], [0.072, -0.058, -0.015], [0.206, 0.062, -0.110], [-0.005, -0.008, -0.014], [-0.115, 0.118, -0.074], [0.058, -0.008, 0.000]], "e_lumo_ha": [-0.253, -0.299], "relative_energy_kcal_mol": 317.8, "energy_ev": -167365.2593, "s2": 8.825, "charge": 2, "gap_ev": [6.71, 6.04], "spin_multiplicity": 6}

=====

{"formula": "C65H52N7O4PS4Ta", "method": "wB97M-V/def2-TZVPD", "symbols": ["Ta", "C", "O", "C", "C", "C", "C", "C", "C", "C", "C", "C", "C", "C", "N", "C", "C", "C", "C", "C", "C", "C", "C", "C", "C", "O", "C", "C", "C", "C", "N", "C", "C", "C", "C", "C", "C", "O", "C", "C", "C", "C", "C", "C", "C", "N", "C", "C", "N", "C", "C", "C", "C", "O", "C", "C", "C", "H", "H", "H", "H", "H", "H", "H", "H", "H", "H", "H", "H", "H", "H", "H", "H", "H", "H", "H", "H", "H", "H", "H", "H", "H", "H", "H", "H", "H", "H", "H", "H", "H", "H", "H", "H", "C", "P", "C", "C", "C", "C", "C", "C", "C", "H", "H", "H", "H", "H", "H", "H", "H", "H", "H", "H", "S", "C", "N", "S", "C", "S", "C", "N", "N", "C", "C", "C", "C", "C", "C", "S", "H", "H", "H", "H", "H"], "coordinates": [[-0.15509, -0.17498, 0.20111], [-7.93339, 0.08022, -5.98859], [-7.17369, 1.03582, -5.28129], [-6.03459, 0.65212, -4.67359], [-5.33939, 1.65102, -3.98129], [-4.17509, 1.36072, -3.31079], [-3.68119, 0.05482, -3.27579], [-4.35839, -0.93188, -3.98459], [-5.50689, -0.63918, -4.69429], [-2.50479, -0.26458, -2.45059], [-1.28379, 0.34232, -2.75549], [-1.03909, 1.07732, -3.95379], [0.25401, 1.48882, -3.90969], [0.80311, 1.02002, -2.67499], [-0.14829, 0.30542, -1.98999], [2.08011, 1.36092, -2.21999], [2.62011, 0.94422, -1.00089], [3.95871, 1.21912, -0.59299], [4.21691, 0.44182, 0.48881], [3.04591, -0.34148, 0.72911], [2.99701, -1.48108, 1.53941], [4.23561, -1.96898, 2.17171], [4.23311, -2.36578, 3.51321], [5.36331, -2.85788, 4.11741], [6.55751, -2.99348, 3.39771], [7.59671, -3.51138, 4.08141], [8.85041, -3.68148, 3.45381], [6.57521, -2.59818, 2.06021], [5.42991, -2.10178, 1.46271], [1.84011, -2.25928, 1.70451], [0.57871, -1.97358, 1.22721], [-0.22799, -3.01548, 1.60821], [-1.57599, -3.21688, 1.27611], [-2.27209, -4.30328, 1.98251], [-2.86849, -5.34778, 1.28171], [-3.44059, -6.41718, 1.94311], [-3.44969, -6.45508, 3.33681], [-3.96349, -7.44698, 4.08891], [-4.55899, -8.56038, 3.46011], [-2.88249, -5.38858, 4.04521], [-2.29609, -4.33858, 3.38081], [-2.24229, -2.52318, 0.26861], [-3.62219, -2.68838, -0.06459], [-3.88159, -1.85368, -1.10169], [-2.66109, -1.18078, -1.41169], [-1.67499, -1.57548, -0.54649], [0.54031, -3.98238, 2.31601], [1.82121, -3.53008, 2.35301], [2.04361, 0.05882, -0.12489], [2.92551, 2.16512, -3.12379], [3.34171, 3.44672, -2.76039], [4.07281, 4.21212, -3.63659], [4.44511, 3.71272, -4.88949], [5.15121, 4.55442, -5.67339], [5.62121, 4.11182, -6.92669], [4.07601, 2.41382, -5.23059], [3.30931, 1.66012, -4.36249], [-8.79389, 0.61752, -6.38409], [-8.28369, -0.71948, -5.32859], [-7.36169, -0.34518, -6.81949], [-5.75339, 2.64552, -3.96839], [-3.65519, 2.14302, -2.77559], [-3.96129, -1.93648, -4.00539], [-5.98719, -1.42578, -5.25249], [-1.76469, 1.24832, -4.72379], [0.77751, 2.07382, -4.63979], [4.61051, 1.90452, -1.09279], [5.11301, 0.40752, 1.07421], [3.33121, -2.27928, 4.09621], [5.34751, -3.16218, 5.15151], [9.49231, -4.14298, 4.20321], [9.27871, -2.72108, 3.15611], [8.78441, -4.33228, 2.57791], [7.47441, -2.69438, 1.47091], [5.45461, -1.85668, 0.41051], [-2.83929, -5.34338, 0.20181], [-3.86509, -7.21828, 1.36171], [-4.89829, -9.20428, 4.26971], [-3.84089, -9.10278, 2.83731], [-5.41779, -8.26188, 2.85331], [-2.91429, -5.42508, 5.12221], [-1.86299, -3.52388, 3.94261], [-4.31339, -3.33098, 0.44071], [-4.81639, -1.68278, -1.59349], [0.15891, -4.90988, 2.68931], [2.67201, -4.04428, 2.75031], [3.05581, 3.84862, -1.80019], [4.37371, 5.21442, -3.38169], [6.12061, 4.97112, -7.36989], [4.80441, 3.79602, -7.58119], [6.34061, 3.29532, -6.81609], [4.37801, 1.98202, -6.17019], [3.03241, 0.65262, -4.63819], [-0.00819, -0.56988, 4.04031], [0.47411, 0.69942, 2.80611], [-0.45639, 2.13802, 3.46241], [2.18031, 1.17452, 3.25271], [2.71831, 2.27332, 2.58871], [4.04331, 2.61952, 2.76701], [4.85141, 1.85572, 3.59601], [4.30971, 0.79362, 4.30171], [2.97661, 0.45802, 4.13641], [0.58481, -1.47468, 3.92651], [-1.06129, -0.80508, 3.87961], [0.12771, -0.15698, 5.03941], [-0.07109, 2.36162, 4.45741], [-1.51389, 1.88522, 3.51851], [-0.33729, 3.01122, 2.82431], [2.09411, 2.85532, 1.92971], [4.44071, 3.46532, 2.22761], [5.90211, 2.08252, 3.69441], [4.93121, 0.20712, 4.96421], [2.54931, -0.34388, 4.71651], [-0.58749, 2.35372, 0.06561], [0.79691, 3.22342, -0.10519], [1.72301, 3.90812, -0.14999], [-6.54629, 3.06042, -1.09829], [-5.27489, 2.49762, -0.24069], [-5.00049, 0.80372, 0.16711], [-3.45659, 1.29442, 0.91301], [-3.25679, 2.55772, 0.86101], [-4.23219, 3.22522, 0.23991], [-4.06469, 4.61362, -0.00179], [-5.06869, 5.52162, 0.30531], [-4.88339, 6.85972, 0.00311], [-3.70729, 7.29142, -0.58839], [-2.69529, 6.38412, -0.85849], [-2.87339, 5.04372, -0.56979], [-2.42049, 0.15712, 1.66991], [-5.98059, 5.19372, 0.77791], [-5.66909, 7.56472, 0.23021], [-3.57979, 8.33522, -0.83389], [-1.76989, 6.71492, -1.30639], [-2.09289, 4.32782, -0.77579]], "forces_ev_per_angstrom": [[-0.218, -0.116, -0.576], [-0.126, -0.182, -0.143], [0.127, 0.254, 0.115], [0.383, -0.008, 0.175], [-0.230, -0.040, -0.238], [-0.031, -0.176, -0.023], [-0.195, -0.061, -0.190], [0.276, 0.224, 0.065], [-0.402, 0.027, -0.174], [0.339, -0.035, 0.193], [-0.422, -0.149, -0.006], [0.366, 0.129, 0.128], [-0.454, -0.113, 0.042], [0.544, 0.340, 0.105], [0.330, -0.795, 1.406], [-0.462, -0.303, 0.102], [0.138, 0.144, -0.393], [-0.112, -0.246, 0.197], [-0.208, 0.080, -0.274], [0.276, -0.413, 0.354], [-0.397, 0.212, -0.300], [0.259, -0.061, 0.116], [0.261, 0.025, -0.069], [0.217, -0.135, -0.022], [-0.227, 0.153, -0.083], [-0.318, 0.025, 0.169], [0.237, 0.036, -0.166], [0.393, -0.171, 0.178], [-0.375, -0.060, 0.098], [0.642, -0.022, 0.049], [-0.400, 1.232, -0.823], [-0.430, -0.500, 0.035], [0.029, 0.334, -0.351], [-0.195, -0.205, 0.040], [0.289, 0.239, 0.163], [-0.220, -0.331, 0.176], [0.120, 0.271, -0.095], [0.139, 0.260, 0.177], [-0.135, -0.227, -0.147], [-0.098, -0.240, 0.032], [-0.138, -0.044, -0.192], [0.086, -0.547, 0.567], [0.090, 0.265, -0.319], [0.220, -0.267, 0.366], [-0.132, 0.460, -0.439], [1.403, 0.369, 0.231], [0.217, 0.309, -0.030], [-0.420, 0.025, -0.139], [-1.647, -0.423, 0.013], [0.201, 0.071, -0.226], [-0.076, -0.053, -0.119], [0.209, 0.037, -0.326], [-0.128, -0.106, 0.261], [-0.079, 0.139, 0.283], [0.107, -0.084, -0.226], [0.215, 0.207, -0.344], [-0.007, 0.047, 0.417], [0.083, -0.063, 0.028], [0.057, 0.022, -0.033], [-0.039, -0.004, 0.056], [-0.018, 0.137, -0.008], [0.025, 0.107, 0.082], [-0.004, -0.119, 0.013], [-0.108, -0.073, -0.059], [-0.120, 0.003, -0.146], [0.089, 0.066, -0.072], [0.193, 0.123, -0.085], [0.153, -0.079, 0.037], [-0.083, 0.021, 0.064], [0.031, -0.034, 0.147], [-0.053, 0.042, -0.124], [-0.025, 0.012, -0.001], [-0.053, -0.014, 0.049], [0.063, -0.030, -0.030], [0.023, 0.030, -0.046], [-0.010, -0.041, -0.090], [-0.076, -0.144, -0.023], [0.026, 0.017, -0.120], [-0.025, 0.043, 0.041], [0.018, 0.003, -0.002], [0.004, 0.027, 0.142], [0.066, 0.070, 0.062], [-0.093, -0.153, 0.121], [-0.166, -0.024, -0.133], [-0.050, -0.211, 0.044], [0.131, -0.069, 0.013], [0.018, 0.040, -0.025], [0.047, 0.167, 0.068], [-0.022, -0.092, -0.006], [-0.011, 0.001, 0.044], [-0.046, -0.005, 0.001], [0.040, -0.021, -0.146], [-0.066, -0.083, -0.053], [0.149, 0.128, -0.358], [-0.316, 0.258, 0.434], [0.018, -0.050, -0.194], [-0.110, -0.112, -0.313], [-0.188, 0.008, 0.167], [-0.016, 0.034, -0.005], [0.007, -0.001, 0.054], [0.084, -0.002, 0.017], [-0.255, 0.135, 0.074], [0.014, -0.086, 0.027], [0.032, -0.002, 0.074], [-0.031, -0.023, 0.019], [0.061, -0.047, -0.010], [0.078, 0.064, -0.032], [0.013, -0.011, -0.002], [0.068, 0.095, -0.126], [0.087, 0.098, -0.032], [0.090, 0.096, 0.063], [0.016, 0.009, 0.043], [0.010, -0.182, 0.008], [-0.609, -0.657, 0.501], [0.614, 0.138, -0.209], [0.258, 0.402, 0.106], [-0.379, -0.132, -0.108], [-0.520, -0.370, -0.159], [0.591, 1.012, 0.231], [-1.012, 0.187, -0.712], [0.705, -0.158, 0.739], [-0.641, -0.277, -0.145], [0.230, 0.683, -0.083], [0.105, -0.124, 0.098], [-0.016, -0.023, 0.007], [0.024, 0.038, -0.001], [-0.015, 0.079, -0.029], [-0.101, -0.112, 0.051], [1.108, -0.592, 0.276], [-0.058, -0.083, -0.027], [-0.037, 0.056, 0.020], [0.027, 0.073, 0.000], [0.062, 0.027, -0.020], [0.018, -0.049, -0.078]], "e_lumo_ha": -0.152, "energy_ev": -141047.9331, "charge": 1, "gap_ev": 5.35}

=====

{"formula": "C16H15Br2O9PtS2", "method": "wB97M-V/def2-TZVPD", "symbols": ["Pt", "C", "O", "C", "C", "C", "C", "C", "C", "O", "C", "O", "C", "H", "H", "H", "H", "H", "H", "H", "H", "H", "O", "S", "O", "O", "C", "C", "C", "C", "C", "C", "S", "O", "O", "O", "H", "H", "H", "H", "Br", "C", "Br", "H", "H"], "coordinates": [[0.17475, 0.51016, -0.19563], [-3.34835, 3.29900, 4.68146], [-2.01123, 3.15626, 5.16089], [-1.06240, 2.78074, 4.30892], [0.23036, 2.65422, 4.84544], [1.27455, 2.26422, 4.04821], [1.08949, 1.97046, 2.68851], [2.19803, 1.55228, 1.85876], [3.59327, 1.57772, 2.40491], [2.08232, 1.14724, 0.68340], [-0.20932, 2.13355, 2.16620], [-0.44006, 2.05347, 0.84618], [-1.28082, 2.50960, 2.95851], [-3.93259, 3.62636, 5.53470], [-3.73092, 2.34364, 4.31908], [-3.39712, 4.05215, 3.89354], [0.37288, 2.85310, 5.89798], [2.25086, 2.15567, 4.49692], [3.87201, 2.58261, 2.71959], [4.28227, 1.22071, 1.64555], [3.64328, 0.92407, 3.27673], [-2.24848, 2.60663, 2.49131], [0.53532, -1.88784, 3.32969], [0.09255, -1.89089, 1.97362], [-1.08518, -2.57703, 1.57588], [-0.00378, -0.36201, 1.60840], [1.45010, -2.49670, 0.98346], [2.52385, -3.00678, 1.69802], [3.63400, -3.52173, 1.04203], [3.68853, -3.50777, -0.34003], [2.62616, -2.98479, -1.06152], [1.50864, -2.49295, -0.40083], [0.33581, -1.79839, -1.53875], [-0.10979, -2.75584, -2.47273], [1.05459, -0.58267, -2.01605], [-0.84198, -1.12610, -0.80386], [2.46657, -3.01100, 2.77694], [4.45172, -3.93267, 1.61765], [4.54933, -3.89955, -0.86336], [2.66407, -2.97070, -2.14339], [2.59975, 2.65875, -2.29009], [1.08906, 2.12310, -3.30564], [-0.50680, 1.89866, -2.19504], [1.26642, 1.16220, -3.77017], [0.81849, 2.89940, -4.01183]], "forces_ev_per_angstrom": [[1.154, 0.047, 0.904], [-0.059, -0.004, -0.011], [0.071, 0.000, -0.016], [0.025, -0.005, 0.013], [0.002, -0.007, 0.019], [-0.024, -0.064, 0.042], [0.147, 0.099, -0.021], [-0.247, 0.204, 0.433], [0.030, 0.007, -0.133], [-0.686, -0.003, -0.696], [0.124, -0.069, -0.264], [-0.510, -0.260, -0.177], [-0.025, 0.004, 0.021], [0.007, -0.008, -0.008], [0.007, 0.009, -0.004], [-0.001, -0.005, 0.008], [-0.007, 0.016, 0.002], [0.016, 0.004, 0.004], [-0.019, 0.015, 0.005], [0.022, 0.009, 0.004], [0.017, -0.025, -0.009], [-0.011, -0.009, 0.005], [-0.117, -0.060, 0.089], [0.069, 0.233, -0.261], [-0.116, -0.135, 0.023], [0.656, -0.207, -0.469], [-0.005, 0.236, 0.396], [0.099, -0.129, 0.042], [-0.083, 0.035, 0.061], [-0.082, 0.051, -0.068], [0.098, -0.175, -0.085], [-0.165, -0.110, -0.325], [-0.548, 0.048, 0.185], [0.211, 0.010, -0.164], [0.280, -0.023, 0.531], [-0.413, 0.060, -0.081], [0.015, 0.013, 0.005], [0.006, 0.002, 0.007], [-0.002, -0.006, -0.006], [-0.008, -0.003, 0.004], [0.023, 0.013, -0.030], [0.080, -0.028, -0.034], [-0.003, 0.239, 0.031], [0.002, 0.003, 0.022], [-0.033, -0.024, 0.002]], "e_lumo_ha": [-0.231, -0.231], "relative_energy_kcal_mol": 57.2, "energy_ev": -200253.6011, "charge": 1, "gap_ev": [5.71, 5.71]}